A cluster of 17 separate species, CH35O16S in total in a non-equilibrium geometry, computed with ωB97M-V/def2-TZVPD.

The geometry in XYZ format:
```
53
CH35O16S ωB97M-V/def2-TZVPD
C 0.528 -0.430 -3.275
S 2.240 0.307 -3.243
H 0.084 -0.398 -2.308
H -0.162 -0.013 -4.011
H 0.676 -1.488 -3.461
H -0.108 -3.637 1.900
H 0.611 -2.192 2.153
O -0.155 -2.763 2.328
H -2.704 1.129 1.057
H -3.853 0.344 1.718
O -3.275 1.104 1.834
H -0.506 2.567 -0.160
H -0.348 3.528 0.991
O -1.078 3.078 0.549
H -4.256 2.445 0.858
H -3.115 3.341 0.533
O -3.792 2.801 0.095
H -1.946 -3.797 -2.439
H -1.229 -2.484 -2.058
O -1.119 -3.440 -2.110
H -2.542 -1.647 -0.196
H -2.586 -0.906 -1.526
O -2.892 -1.737 -1.122
H 1.386 -3.442 -0.240
H -0.046 -3.711 -0.491
O 0.632 -3.845 0.212
H 0.251 1.776 1.999
H 1.370 1.939 3.080
O 1.144 2.142 2.147
H 2.907 0.862 2.921
H 1.836 0.101 3.480
O 2.742 0.358 3.731
H -0.875 -0.337 0.739
H -1.202 -1.821 1.284
O -1.563 -0.968 0.963
H 0.632 1.577 -2.018
H 1.248 2.477 -0.943
O 0.374 2.219 -1.332
H 2.617 -1.011 0.238
H 2.553 -2.415 0.713
O 2.301 -1.533 0.992
H -3.135 1.815 -1.390
H -1.869 1.135 -1.897
O -2.827 1.017 -1.863
H 2.428 2.473 0.918
H 3.645 2.538 -0.105
O 2.729 2.781 0.046
H 4.290 -1.567 -1.066
H 3.192 -1.178 -2.098
O 3.400 -1.830 -1.330
H -0.942 -0.433 3.539
H -1.950 0.620 3.055
O -0.990 0.476 3.175
```

* E_HOMO: -4.1 eV
* Kohn-Sham gap: 6.537 eV
* electronic energy: -1661.1911 a.u.
* charge: -1
* energy above the lowest of the compared OMol25 structures with the same formula, charge and spin: 11.81 kcal/mol

A structure of composition C39H51N6OReSSb in a non-equilibrium geometry, computed with ωB97M-V/def2-TZVPD.

The geometry in XYZ format:
```
100
C39H51N6OReSSb ωB97M-V/def2-TZVPD
Re -0.138 0.108 -0.746
C -0.287 -3.071 -1.544
N 0.698 -2.013 -1.773
C 0.989 -1.766 -3.186
C 0.179 -0.636 -3.705
N -0.333 0.318 -2.968
C -0.851 1.266 -3.879
C -1.426 2.522 -3.697
C -1.808 3.223 -4.821
C -1.616 2.717 -6.116
C -1.020 1.490 -6.316
C -0.647 0.790 -5.174
N 0.010 -0.422 -5.024
C -1.559 -2.546 -0.976
N -1.778 -1.305 -0.612
C -3.046 -1.316 0.017
C -3.789 -0.316 0.647
C -5.003 -0.666 1.201
C -5.491 -1.979 1.148
C -4.771 -2.981 0.532
C -3.553 -2.616 -0.027
N -2.583 -3.365 -0.671
H 0.114 -3.802 -0.839
H -0.501 -3.606 -2.471
H 1.557 -2.227 -1.293
H 0.822 -2.655 -3.798
H 2.038 -1.492 -3.289
H -1.534 2.949 -2.716
H -2.249 4.205 -4.701
H -1.919 3.308 -6.970
H -0.837 1.096 -7.309
H 0.346 -1.014 -5.764
H -3.427 0.696 0.704
H -5.594 0.098 1.691
H -6.444 -2.212 1.607
H -5.129 -4.002 0.493
H -2.620 -4.354 -0.854
O 1.882 0.750 -0.811
N 2.669 0.852 -1.926
C 3.630 -0.110 -2.007
C 4.530 -0.167 -3.019
C 4.460 0.830 -4.018
C 3.521 1.808 -3.918
C 2.574 1.884 -2.840
S 1.472 3.123 -2.710
H 3.630 -0.807 -1.180
H 5.275 -0.950 -3.033
H 5.166 0.826 -4.840
H 3.457 2.605 -4.645
C 2.865 0.654 4.069
C 2.590 0.713 2.565
C 2.488 2.173 2.126
C 3.740 0.040 1.815
Sb 0.699 -0.302 1.956
C 1.144 -2.451 2.353
C -0.131 -3.273 2.128
C 2.200 -2.916 1.351
C 1.667 -2.682 3.769
C -0.841 0.192 3.512
C -0.245 0.498 4.882
C -1.595 1.423 3.020
C -1.811 -0.981 3.635
H 3.922 0.901 4.228
H 2.691 -0.328 4.508
H 2.278 1.385 4.617
H 3.384 2.704 2.470
H 1.621 2.673 2.566
H 2.440 2.262 1.038
H 4.624 0.685 1.886
H 3.514 -0.095 0.754
H 4.006 -0.920 2.260
H -0.734 -2.895 1.299
H -0.765 -3.290 3.010
H 0.142 -4.314 1.909
H 1.874 -2.749 0.325
H 2.371 -3.992 1.473
H 3.156 -2.413 1.483
H 0.986 -2.292 4.529
H 2.651 -2.234 3.917
H 1.773 -3.761 3.944
H 0.292 1.445 4.880
H 0.417 -0.287 5.249
H -1.070 0.596 5.599
H -0.958 2.307 2.991
H -2.428 1.627 3.705
H -2.001 1.283 2.023
H -1.358 -1.828 4.152
H -2.197 -1.313 2.668
H -2.671 -0.656 4.235
C -2.310 4.423 0.169
C -0.993 4.187 0.551
C -0.409 2.955 0.305
C -1.101 1.921 -0.340
C -2.404 2.208 -0.765
C -3.011 3.430 -0.501
H -2.779 5.378 0.376
H -0.414 4.970 1.029
H 0.615 2.793 0.596
H -2.960 1.472 -1.341
H -4.029 3.611 -0.832
```

* spin multiplicity: 3
* expectation value of S²: 2.019
* E_HOMO (alpha / beta): -9.3 / -9.3 eV
* Kohn-Sham gap (alpha / beta): 7.123 / 6.463 eV
* electronic energy: -2636.9741 a.u.
* charge: +1
* energy above the lowest of the compared OMol25 structures with the same formula, charge and spin: 30.31 kcal/mol

A cluster of 4 separate species, C41H89F4NO13P3S4 in total in a non-equilibrium geometry, computed with ωB97M-V/def2-TZVPD.

The geometry in XYZ format:
```
155
C41H89F4NO13P3S4 ωB97M-V/def2-TZVPD
C 3.946 0.764 1.197
C 3.217 -0.567 1.011
C 2.416 -0.627 -0.293
C 2.080 -2.035 -0.808
N 0.971 -2.741 -0.114
C -0.191 -2.845 -1.022
C -0.859 -1.496 -1.395
C -2.398 -1.649 -1.415
C -3.137 -1.022 -0.239
P -2.870 -1.971 1.381
C -4.510 -2.908 1.329
C -4.742 -3.791 0.093
C -3.963 -5.114 0.055
C -4.516 -6.014 -1.061
C -2.287 -3.055 2.941
F -2.269 -4.375 2.553
F -1.028 -2.831 3.423
F -3.118 -3.022 4.030
O -1.385 -0.985 1.577
C -1.588 0.254 2.127
P -0.018 0.871 2.889
S 0.844 2.173 1.685
C -2.962 0.278 2.891
P -3.960 1.825 2.446
C -2.813 3.270 2.369
C -3.559 4.622 2.483
C -5.211 2.120 3.764
C -4.839 2.993 4.994
S -2.825 0.168 4.729
O -3.997 -0.409 5.298
O -2.381 1.439 5.231
F -1.614 -0.808 5.002
O -3.703 -0.754 2.388
C 1.324 -3.960 0.435
S 0.588 -5.406 0.172
S 2.665 -3.838 1.604
C 3.478 -5.446 1.463
C 3.039 -6.509 2.476
C 2.891 -5.994 3.909
H 3.291 1.570 1.536
H 4.481 1.066 0.292
H 4.713 0.643 1.971
H 2.538 -0.733 1.852
H 3.967 -1.359 0.975
H 1.514 -0.011 -0.238
H 3.058 -0.188 -1.068
H 3.003 -2.618 -0.774
H 1.821 -1.931 -1.865
H -0.960 -3.475 -0.591
H 0.162 -3.316 -1.919
H -0.557 -1.258 -2.419
H -0.545 -0.699 -0.718
H -2.775 -1.179 -2.332
H -2.640 -2.714 -1.508
H -4.208 -1.041 -0.482
H -2.876 0.039 -0.167
H -2.250 -3.017 0.637
H -5.312 -2.166 1.374
H -4.633 -3.545 2.210
H -4.563 -3.263 -0.847
H -5.810 -4.058 0.086
H -2.927 -4.887 -0.217
H -3.987 -5.628 1.016
H -4.581 -5.456 -2.001
H -5.526 -6.346 -0.798
H -3.887 -6.890 -1.233
H -1.724 1.009 1.333
H 0.783 -0.251 3.140
H -0.253 1.474 4.130
H -1.975 3.240 3.070
H -2.369 3.224 1.372
H -3.410 5.037 3.480
H -4.640 4.506 2.357
H -3.182 5.338 1.754
H -5.588 1.160 4.120
H -6.047 2.594 3.243
H -3.862 3.461 4.894
H -5.604 3.745 5.191
H -4.754 2.355 5.876
H 4.555 -5.283 1.564
H 3.318 -5.824 0.451
H 3.817 -7.284 2.471
H 2.114 -6.991 2.159
H 1.955 -5.440 4.013
H 3.711 -5.322 4.174
H 2.839 -6.828 4.611
C 6.580 7.810 5.560
O 5.451 7.173 5.014
C 5.341 7.380 3.616
C 4.450 6.337 2.978
O 5.086 5.091 2.759
C 5.271 4.251 3.890
C 4.004 3.580 4.370
O 3.237 4.471 5.165
C 1.899 4.034 5.278
H 6.541 8.895 5.403
H 6.586 7.610 6.630
H 7.506 7.417 5.122
H 6.333 7.338 3.149
H 4.909 8.376 3.442
H 4.190 6.700 1.981
H 3.523 6.218 3.544
H 5.760 4.787 4.707
H 5.951 3.468 3.547
H 4.271 2.704 4.979
H 3.420 3.244 3.504
H 1.427 3.993 4.290
H 1.363 4.748 5.901
H 1.846 3.044 5.746
C -0.871 4.687 -6.939
O -0.614 4.588 -5.560
C -1.773 4.232 -4.822
C -1.406 3.674 -3.465
O -0.990 2.320 -3.483
C 0.322 2.043 -3.947
C 1.413 2.415 -2.970
O 1.709 3.802 -3.031
C 2.403 4.245 -1.877
H -1.628 5.452 -7.151
H 0.060 4.969 -7.428
H -1.207 3.728 -7.348
H -2.356 3.483 -5.373
H -2.390 5.131 -4.684
H -2.315 3.678 -2.858
H -0.669 4.310 -2.969
H 0.504 2.495 -4.926
H 0.348 0.958 -4.067
H 2.324 1.854 -3.220
H 1.094 2.140 -1.957
H 1.788 4.097 -0.982
H 2.607 5.308 -1.996
H 3.352 3.711 -1.756
C -1.172 -0.600 -6.383
O -0.611 -1.881 -6.566
C 0.773 -1.905 -6.267
C 1.234 -3.312 -5.962
O 0.912 -3.730 -4.650
C -0.441 -4.088 -4.406
C -0.836 -5.435 -4.961
O -1.124 -5.350 -6.351
C -1.104 -6.611 -6.972
H -0.690 0.140 -7.033
H -2.228 -0.660 -6.639
H -1.080 -0.277 -5.338
H 0.984 -1.268 -5.398
H 1.329 -1.517 -7.133
H 2.326 -3.317 -6.002
H 0.866 -4.017 -6.712
H -1.125 -3.309 -4.748
H -0.522 -4.159 -3.339
H -1.735 -5.787 -4.436
H -0.022 -6.149 -4.789
H -0.111 -7.072 -6.896
H -1.342 -6.465 -8.025
H -1.847 -7.286 -6.531
```

* E_HOMO: -5.8 eV
* Kohn-Sham gap: 8.036 eV
* electronic energy: -5664.6106 a.u.
* charge: -1

A cluster of 8 separate species, C35H73O22PS8 in total in a non-equilibrium geometry, computed with ωB97M-V/def2-TZVPD.

The geometry in XYZ format:
```
139
C35H73O22PS8 ωB97M-V/def2-TZVPD
C -3.198 -0.763 -3.704
O -2.522 -0.662 -2.455
C -3.289 -1.091 -1.353
C -3.948 0.070 -0.611
O -3.183 0.373 0.542
C -3.354 1.667 1.066
C -3.052 2.776 0.048
C -2.680 4.096 0.742
C -1.215 4.502 0.583
S -0.070 3.606 1.579
O -0.288 2.192 1.496
O 1.251 4.034 1.190
O -0.274 4.095 3.067
P -4.944 1.921 1.968
O -4.799 1.477 3.367
O -5.352 3.466 1.857
O -6.180 1.182 1.264
H -3.046 -1.756 -4.133
H -2.777 -0.002 -4.353
H -4.260 -0.574 -3.593
H -2.663 -1.649 -0.654
H -4.076 -1.784 -1.670
H -4.978 -0.210 -0.377
H -3.986 0.903 -1.316
H -2.615 1.761 1.860
H -2.241 2.427 -0.596
H -3.906 2.940 -0.601
H -2.898 4.055 1.809
H -3.280 4.910 0.342
H -1.114 5.543 0.890
H -0.840 4.397 -0.432
H 0.618 4.348 3.360
H -6.311 3.547 1.791
H -6.267 0.303 1.646
C -3.378 4.542 -5.723
C -4.298 5.746 -5.472
C -5.265 5.356 -4.346
S -4.396 4.143 -3.343
O -5.084 2.879 -3.440
O -4.085 4.706 -2.052
C -2.918 4.074 -4.346
H -2.532 4.803 -6.356
H -3.936 3.745 -6.218
H -3.699 6.604 -5.162
H -4.842 6.034 -6.370
H -5.536 6.198 -3.714
H -6.164 4.878 -4.729
H -2.526 3.059 -4.332
H -2.195 4.763 -3.911
C 1.879 -1.408 -0.165
C 2.096 -0.003 0.407
C 3.193 -0.108 1.470
S 4.231 -1.496 0.992
O 4.119 -2.529 2.000
O 5.525 -1.012 0.574
C 3.272 -1.968 -0.444
H 1.268 -1.388 -1.066
H 1.370 -2.034 0.572
H 2.420 0.670 -0.389
H 1.188 0.415 0.836
H 3.809 0.788 1.515
H 2.782 -0.328 2.453
H 3.295 -3.048 -0.557
H 3.725 -1.489 -1.311
C -8.407 0.220 -7.214
C -8.163 1.506 -6.410
C -7.298 1.132 -5.199
S -6.330 -0.297 -5.701
O -6.727 -1.430 -4.903
O -4.943 0.077 -5.808
C -7.047 -0.462 -7.333
H -8.833 0.430 -8.194
H -9.102 -0.428 -6.676
H -7.633 2.230 -7.033
H -9.097 1.967 -6.094
H -6.613 1.926 -4.906
H -7.901 0.833 -4.345
H -7.102 -1.516 -7.593
H -6.396 0.064 -8.030
C 5.719 0.952 5.183
C 4.265 0.525 5.420
C 3.504 1.753 5.938
S 4.349 3.188 5.257
O 4.929 3.943 6.338
O 3.509 3.826 4.275
C 5.647 2.275 4.427
H 6.274 0.204 4.620
H 6.224 1.099 6.140
H 3.827 0.189 4.479
H 4.196 -0.303 6.125
H 2.468 1.771 5.608
H 3.549 1.833 7.022
H 6.566 2.855 4.461
H 5.333 2.128 3.394
C 4.895 -7.567 2.069
C 5.369 -6.242 2.683
C 6.020 -5.422 1.564
S 5.219 -5.938 0.044
O 6.193 -6.593 -0.799
O 4.400 -4.864 -0.458
C 4.172 -7.189 0.779
H 4.240 -8.117 2.742
H 5.755 -8.203 1.844
H 4.514 -5.696 3.085
H 6.069 -6.406 3.501
H 5.867 -4.352 1.688
H 7.081 -5.641 1.463
H 4.054 -8.014 0.080
H 3.207 -6.727 0.983
C -3.491 5.019 5.841
C -3.088 6.346 6.500
C -2.496 7.240 5.402
S -3.281 6.728 3.868
O -2.271 6.160 3.008
O -4.155 7.771 3.392
C -4.244 5.394 4.569
H -4.107 4.409 6.499
H -2.600 4.442 5.586
H -3.971 6.825 6.929
H -2.373 6.196 7.307
H -2.703 8.295 5.561
H -1.425 7.086 5.288
H -4.318 4.583 3.849
H -5.235 5.790 4.791
C 9.519 -9.976 -2.742
C 8.630 -8.754 -2.463
C 7.629 -9.154 -1.373
S 8.433 -10.427 -0.400
O 7.714 -11.668 -0.558
O 8.737 -9.916 0.915
C 9.934 -10.508 -1.374
H 10.386 -9.718 -3.348
H 8.947 -10.736 -3.278
H 9.247 -7.926 -2.110
H 8.113 -8.416 -3.359
H 7.377 -8.321 -0.726
H 6.723 -9.584 -1.795
H 10.296 -11.534 -1.389
H 10.668 -9.858 -0.899
```

* E_HOMO: -9.2 eV
* Kohn-Sham gap: 9.231 eV
* electronic energy: -6559.5464 a.u.
* charge: 0
* SMILES: COCCO[C@@H](CCCS(=O)(=O)O)P(=O)(O)O.O=S1(=O)CCCC1.O=S1(=O)CCCC1.O=S1(=O)CCCC1.O=S1(=O)CCCC1.O=S1(=O)CCCC1.O=S1(=O)CCCC1.O=S1(=O)CCCC1

- The highest electronic energy belongs to which entry?
  CH35O16S

- Which of these has the highest charge?
  C39H51N6OReSSb